[1]
The following is a quantum chemistry calculation of C27H38As2BF5FeN6 as an isolated structure, from OMol25.

Structure (XYZ):
```
80
Properties=species:S:1:pos:R:3:forces:R:3:mulliken_charge:R:1
Fe 0.5881 -0.4072 0.0788 0.123 0.861 0.011 -0.05
C 0.0615 1.6684 3.0016 -0.010 0.043 0.029 -1.58
C -1.0367 0.8325 2.4599 0.015 -0.092 -0.064 0.69
C -2.3508 0.7570 2.9364 0.073 -0.004 -0.008 -1.40
C -2.9781 -0.1753 2.1368 -0.037 -0.032 -0.011 0.75
C -4.3747 -0.6955 2.2048 -0.001 -0.002 -0.010 -1.47
N -2.0786 -0.6031 1.2370 0.023 0.032 0.009 1.29
N -0.8814 0.0085 1.4264 -0.083 0.128 0.046 0.58
B -2.1547 -1.7738 0.2603 0.002 -0.032 -0.024 -0.58
N -1.0210 -2.7636 0.5966 0.015 -0.074 0.077 0.33
N 0.2963 -2.4273 0.4541 0.007 0.058 0.125 0.00
C 1.0034 -3.5206 0.7441 -0.017 0.016 -0.100 0.67
C 2.4874 -3.6327 0.6322 0.002 -0.041 0.032 -1.57
C 0.1372 -4.5609 1.1027 0.022 0.016 -0.044 -1.47
C -1.1340 -4.0420 0.9974 0.009 -0.010 -0.038 0.94
C -2.4421 -4.7156 1.2474 0.010 0.025 0.002 -1.34
N -1.9274 -1.2748 -1.1750 -0.089 0.112 -0.021 0.79
N -0.7294 -0.7219 -1.4792 0.093 -0.419 -0.002 0.59
C -0.6480 -0.6854 -2.8081 -0.015 0.064 0.105 0.38
C 0.5957 -0.2926 -3.5264 0.014 0.044 0.026 -1.41
C -1.8437 -1.1531 -3.3664 0.040 -0.056 -0.026 -1.21
C -2.6235 -1.5353 -2.2948 -0.004 -0.064 0.009 0.61
C -3.9869 -2.1402 -2.2819 0.017 0.010 0.014 -1.52
H -0.3347 2.3808 3.7245 0.004 0.005 -0.006 0.44
H 0.8026 1.0483 3.5006 0.032 0.000 0.022 0.32
H 0.5614 2.2193 2.2108 0.053 0.013 -0.016 0.07
H -2.7739 1.2985 3.7649 -0.010 0.017 0.018 0.49
H -4.9076 -0.1993 3.0138 -0.006 0.004 -0.002 0.41
H -4.9172 -0.5188 1.2752 -0.004 -0.004 -0.012 0.21
H -4.3892 -1.7697 2.3904 -0.007 -0.007 0.013 0.22
H -3.2151 -2.3185 0.3373 -0.011 0.011 0.010 -0.10
H 2.8807 -2.9799 -0.1399 0.008 -0.040 0.006 0.25
H 2.9761 -3.3709 1.5699 0.007 -0.005 -0.034 0.20
H 2.7446 -4.6626 0.3872 0.001 -0.014 0.005 0.47
H 0.4104 -5.5654 1.3770 0.005 -0.015 0.011 0.49
H -2.2620 -5.7354 1.5819 -0.004 -0.004 0.000 0.36
H -3.0162 -4.1987 2.0168 -0.010 0.001 0.005 0.23
H -3.0537 -4.7521 0.3457 -0.012 -0.002 -0.007 0.22
H 1.4670 -0.4226 -2.8841 0.026 0.028 -0.004 0.13
H 0.7290 -0.9267 -4.4024 0.007 0.000 0.001 0.49
H 0.5535 0.7404 -3.8682 0.019 0.082 -0.022 0.12
H -2.0872 -1.2349 -4.4117 -0.010 0.001 -0.024 0.56
H -4.3833 -2.1642 -3.2950 -0.008 -0.004 -0.008 0.43
H -3.9649 -3.1597 -1.8960 -0.007 -0.008 0.004 0.25
H -4.6691 -1.5637 -1.6561 -0.010 0.000 0.002 0.23
C -3.2837 4.1841 0.2329 -0.020 0.010 0.020 -1.35
As -2.3019 2.5660 -0.2892 0.013 -0.047 -0.027 0.96
C -3.8110 1.6263 -1.1154 0.011 0.019 -0.033 -1.20
C -1.5206 3.2328 -1.9625 0.068 -0.024 -0.006 0.00
C -2.2902 3.9635 -2.8632 -0.040 -0.020 0.013 -0.63
C -1.7580 4.4380 -4.0501 -0.037 0.017 -0.010 -0.91
C -0.4291 4.1869 -4.3457 0.043 -0.004 -0.014 -0.76
C 0.3523 3.4657 -3.4557 0.036 -0.013 -0.019 -0.62
C -0.1773 2.9758 -2.2623 -0.069 -0.046 0.036 0.08
As 0.9955 2.0508 -0.9720 0.001 -0.170 0.048 1.01
C 2.6636 2.0810 -2.0012 0.016 0.013 0.046 -1.68
C 1.2812 3.6336 0.1444 -0.014 0.031 -0.074 -1.26
H -4.0242 4.4796 -0.5102 0.018 0.008 -0.008 0.43
H -2.5844 5.0044 0.3907 0.011 -0.001 0.004 0.37
H -3.7921 3.9773 1.1748 -0.010 0.005 -0.004 0.41
H -4.3816 2.3028 -1.7521 -0.022 -0.018 0.005 0.66
H -4.4592 1.2303 -0.3351 -0.018 -0.015 0.040 0.37
H -3.4263 0.8020 -1.7143 -0.005 0.036 0.022 0.04
H -3.3308 4.1660 -2.6367 0.003 0.007 -0.005 0.21
H -2.3751 5.0032 -4.7367 -0.007 0.001 -0.005 0.40
H 0.0058 4.5564 -5.2658 0.007 -0.003 0.002 0.42
H 1.3909 3.2973 -3.7052 -0.031 0.018 -0.008 0.35
H 3.0700 3.0913 -2.0386 0.006 -0.008 -0.007 0.44
H 2.5007 1.7182 -3.0115 -0.034 -0.022 -0.015 0.43
H 3.3748 1.4227 -1.5146 0.016 -0.004 -0.004 0.42
H 1.5930 4.4510 -0.5057 -0.008 -0.004 0.016 0.48
H 2.0401 3.4554 0.8990 0.043 -0.048 0.037 0.46
H 0.3425 3.8997 0.6277 -0.015 -0.009 0.000 0.26
F 2.9773 -0.7910 0.0322 0.074 -0.044 -0.070 -0.35
C 2.2950 -0.2353 1.1825 -0.023 -0.310 -0.136 0.42
F 2.3981 -1.1815 2.1801 -0.069 -0.019 0.034 -0.30
C 3.3687 0.7840 1.6380 -0.119 0.034 -0.035 0.69
F 4.5150 0.1752 1.9616 0.084 -0.083 0.027 -0.29
F 2.9883 1.4939 2.7089 -0.074 -0.007 0.066 -0.26
F 3.6747 1.6713 0.6727 -0.109 0.074 -0.030 -0.21
```
Forces are in eV/Å.

As for the total charge: 0. The energy above the lowest of the compared OMol25 structures with the same formula, charge and spin is 0.0 kJ/mol. The orbital gap (alpha / beta) comes out at 8.984 / 8.886 eV.

***

[2]
The following is a quantum chemistry calculation of C19H28N8Ru as an isolated structure, from OMol25.

Structure (XYZ):
```
56
Properties=species:S:1:pos:R:3:forces:R:3:nbo_charge:R:1
Ru 0.2517 -0.6882 -0.1387 -0.662 1.199 0.937 1.15
C -2.4626 0.8567 -3.2784 -0.047 -0.018 0.042 -0.72
C -1.4046 0.5879 -2.2720 0.023 0.119 0.030 0.43
N -1.3433 -0.4487 -1.5077 0.220 -0.186 0.011 -0.40
C -2.2146 -1.6206 -1.7209 -0.152 -0.121 0.132 -0.26
C -1.2851 -2.8042 -1.6277 0.098 0.122 -0.183 -0.24
N -0.5727 -2.6275 -0.3322 -0.512 0.073 0.455 -0.47
C 0.5579 -3.5510 -0.0533 0.138 0.245 0.032 -0.26
C 0.9243 -3.2749 1.3880 0.017 -0.060 0.037 -0.26
N 0.6938 -1.7987 1.6604 -0.023 -0.233 -0.141 -0.49
C 1.8275 -1.2010 2.4308 0.047 0.258 0.113 -0.24
C 2.8987 -0.8520 1.4356 -0.024 -0.160 0.164 -0.27
N 2.1996 -0.0824 0.3920 -0.339 -0.038 0.046 -0.42
C 2.7846 0.8813 -0.2410 0.042 0.111 -0.087 0.44
C 4.2102 1.2551 -0.0589 -0.002 -0.064 -0.043 -0.72
C 1.8936 1.5804 -1.1867 0.047 0.120 0.038 0.14
C 2.2141 2.6983 -1.9377 0.030 -0.046 0.057 -0.13
C 1.2573 3.2275 -2.7968 -0.056 0.027 -0.029 -0.05
C 0.0219 2.5991 -2.9120 0.040 -0.001 0.004 -0.14
C -0.2287 1.4742 -2.1449 -0.056 0.025 0.000 0.15
N 0.6824 1.0016 -1.2765 -0.176 -0.158 0.131 -0.38
H -3.4149 0.4019 -3.0176 -0.005 0.000 0.003 0.28
H -2.1477 0.4698 -4.2556 0.020 0.001 -0.008 0.31
H -2.6200 1.9282 -3.3956 0.003 0.006 0.025 0.29
H -2.7102 -1.5840 -2.6881 0.010 0.009 -0.007 0.28
H -2.9827 -1.6638 -0.9438 -0.017 0.044 -0.017 0.24
H -0.5503 -2.7968 -2.4341 0.009 -0.052 -0.011 0.24
H -1.8115 -3.7605 -1.6364 0.008 -0.013 0.012 0.29
H -1.2738 -2.7984 0.3924 -0.042 0.106 0.029 0.42
H 1.3754 -3.3133 -0.7405 0.015 -0.046 -0.081 0.23
H 0.2627 -4.5896 -0.2190 0.001 0.006 -0.086 0.30
H 1.9591 -3.5285 1.6052 0.006 -0.039 -0.053 0.27
H 0.2955 -3.8500 2.0691 0.032 0.022 0.057 0.26
H -0.1238 -1.7438 2.2667 -0.077 0.226 -0.072 0.44
H 2.1634 -1.8999 3.1982 0.005 -0.023 -0.014 0.28
H 1.4637 -0.3010 2.9266 -0.044 -0.024 0.005 0.25
H 3.3581 -1.7377 0.9880 0.020 0.022 -0.032 0.25
H 3.6863 -0.2618 1.9014 -0.003 -0.001 0.009 0.28
H 4.8433 0.3676 -0.0187 0.016 0.000 0.025 0.29
H 4.3436 1.8031 0.8814 -0.030 0.011 0.021 0.31
H 4.5704 1.8884 -0.8645 -0.016 0.006 -0.003 0.28
H 3.1923 3.1536 -1.8641 0.005 0.002 0.001 0.29
H 1.4807 4.1076 -3.3878 0.001 0.008 -0.005 0.30
H -0.7190 2.9729 -3.6058 -0.008 0.007 0.006 0.29
N -4.3413 1.4565 2.9266 -0.363 -0.078 0.039 -0.71
C -3.0642 1.5536 2.6002 0.197 0.151 0.065 0.40
C -2.4275 0.6375 1.7013 -0.231 -0.540 -0.294 -0.09
N -1.1360 0.7608 1.4133 0.763 -0.544 -0.691 -0.30
C -0.4677 1.7701 1.9705 1.008 0.286 -0.086 -0.11
C -1.1052 2.6829 2.8400 -0.001 -0.544 -0.368 0.09
N -2.3680 2.5731 3.1478 -0.077 -0.241 -0.171 -0.34
H -4.9577 0.7320 2.5905 0.087 0.066 0.035 0.43
H -4.7314 2.1458 3.5615 0.066 -0.082 -0.080 0.46
H -2.9939 -0.1625 1.2414 -0.001 0.031 0.017 0.22
H 0.5843 1.8775 1.7465 -0.033 0.021 0.017 0.21
H -0.5379 3.4958 3.2816 0.025 -0.016 -0.033 0.26
```
Forces are in eV/Å.

As for the total charge: +4. The energy above the lowest of the compared OMol25 structures with the same formula, charge and spin is 107.4 kJ/mol. The orbital gap (alpha / beta) comes out at 3.984 / 3.985 eV.

***

[3]
The following is a quantum chemistry calculation of an isolated ion of composition C4H10O2P and charge -1, from OMol25.

Structure (XYZ):
```
17
Properties=species:S:1:pos:R:3:forces:R:3:nbo_charge:R:1
C 1.8214 0.4303 -1.0806 -2.150 2.988 1.221 -1.16
C 0.6099 -0.8461 1.6017 0.414 -0.367 0.815 -0.63
C -1.8756 0.5666 -1.7664 -1.886 -1.998 -0.769 0.24
C -0.2576 0.1815 0.8446 -0.072 0.576 -0.354 -0.74
O -2.9670 0.1711 -0.8259 -0.153 -0.068 -0.689 -0.81
O -1.1821 1.5747 -1.3349 1.021 1.610 0.500 -0.84
P 0.6079 1.4690 -0.3237 0.807 -2.210 -0.794 0.86
H 2.4951 0.9899 -1.7246 0.217 -0.617 0.040 0.20
H 1.9219 -0.5583 -0.7231 0.391 -1.011 -0.341 0.19
H 0.1480 -1.3292 2.5176 -0.506 0.026 -1.482 0.19
H 0.8954 -1.5640 0.8223 0.236 -0.333 0.799 0.21
H 1.5209 -0.5147 2.1756 -0.416 0.519 -1.371 0.20
H -2.5236 0.7227 -2.6645 0.909 0.224 -0.105 0.11
H -2.6021 0.5967 -0.0714 -0.096 0.506 1.504 0.46
H -1.3195 -0.3839 -1.8634 0.398 0.081 -0.445 0.10
H -0.7288 0.8262 1.6269 -0.432 -0.500 -0.923 0.20
H -0.9811 -0.3139 0.0643 1.317 0.574 2.393 0.24
```
Forces are in eV/Å.

As for the total charge: -1. The energy above the lowest of the compared OMol25 structures with the same formula, charge and spin is 293.1 kJ/mol. The orbital gap comes out at 7.034 eV.